# 1
{
  "formula": "C27H35ClEuN4O4P2",
  "method": "wB97M-V/def2-TZVPD",
  "species": ["Eu", "C", "C", "C", "C", "C", "C", "C", "C", "C", "H", "H", "H", "H", "H", "H", "H", "H", "H", "H", "H", "H", "H", "H", "H", "P", "P", "N", "N", "N", "N", "C", "C", "C", "C", "C", "C", "C", "C", "C", "C", "C", "C", "C", "C", "C", "C", "C", "C", "H", "H", "H", "H", "H", "H", "H", "H", "H", "H", "H", "H", "H", "H", "H", "H", "H", "H", "H", "H", "O", "Cl", "O", "O", "O"],
  "coordinates": [[3.35, 0.00, 1.39], [-2.08, -2.25, -4.36], [-2.20, -0.97, -4.00], [-3.45, -0.38, -3.43], [-4.29, -1.29, -2.47], [-3.48, -2.02, -1.44], [-2.98, -3.24, -1.61], [-3.18, -4.05, -2.88], [-3.13, -3.30, -4.24], [3.24, -0.53, 3.98], [-1.15, -2.63, -4.80], [-1.42, -0.24, -4.24], [-4.09, -0.08, -4.28], [-3.23, 0.56, -2.90], [-5.00, -0.63, -1.94], [-4.87, -1.99, -3.08], [-3.37, -1.47, -0.50], [-2.46, -3.77, -0.80], [-4.16, -4.56, -2.78], [-2.43, -4.85, -2.92], [-2.90, -4.06, -5.00], [-4.12, -2.89, -4.47], [4.26, -0.92, 3.92], [2.51, -1.27, 4.32], [3.19, 0.40, 4.54], [0.39, 0.30, 2.14], [1.46, 1.73, -0.26], [-0.04, -1.38, 2.55], [-0.36, 1.07, 3.58], [1.59, 0.58, -1.61], [1.90, 3.13, -1.26], [-0.85, 0.70, 0.86], [-0.36, 1.85, -0.06], [0.90, -2.41, 2.51], [0.27, -3.59, 2.83], [-1.10, -3.30, 3.08], [-1.28, -1.93, 2.91], [0.21, 1.02, 4.86], [-0.47, 1.88, 5.71], [-1.50, 2.51, 4.94], [-1.41, 2.00, 3.65], [2.57, -0.42, -1.65], [2.23, -1.31, -2.66], [1.01, -0.87, -3.23], [0.63, 0.29, -2.58], [1.51, 3.52, -2.56], [2.05, 4.79, -2.80], [2.78, 5.18, -1.64], [2.69, 4.15, -0.73], [-1.83, 0.95, 1.27], [-0.98, -0.25, 0.31], [-0.93, 1.84, -1.02], [-0.53, 2.84, 0.41], [1.94, -2.20, 2.26], [0.73, -4.56, 2.88], [-1.87, -4.01, 3.35], [-2.15, -1.31, 3.00], [1.11, 0.45, 5.03], [-0.27, 2.06, 6.75], [-2.21, 3.25, 5.26], [-1.95, 2.26, 2.75], [3.45, -0.43, -1.02], [2.77, -2.18, -2.98], [0.46, -1.33, -4.04], [-0.26, 0.90, -2.68], [0.91, 2.89, -3.18], [1.93, 5.36, -3.71], [3.28, 6.11, -1.50], [3.11, 4.04, 0.26], [5.63, 0.67, 2.42], [5.21, 2.09, 2.43], [4.21, 2.32, 3.45], [6.32, 2.96, 2.60], [4.54, 2.26, 1.10]],
  "mulliken_charge": [0.69, -0.27, -0.35, -1.06, -0.80, -0.29, -0.47, -0.74, -0.94, -1.37, 0.32, 0.94, 0.30, 0.30, 0.45, 0.31, 0.43, 0.45, 0.26, 0.40, 0.41, 0.38, 0.52, 0.62, 0.34, 0.73, -0.50, 0.50, 0.43, 0.39, 0.52, -1.12, -0.94, -0.29, -0.74, -0.86, -0.34, -0.51, -0.68, -0.65, -0.32, -0.27, -1.18, -0.38, -0.23, -0.28, -0.56, -0.78, -0.40, 0.82, 0.15, 0.55, 0.39, 0.18, 0.46, 0.45, 0.53, 0.29, 0.44, 0.43, 0.35, 0.45, 0.45, 0.36, 0.39, 0.33, 0.44, 0.45, 0.42, -0.67, 1.72, -0.59, -0.63, -0.58],
  "largest_force_ev_per_a": 2.55,
  "s2": 15.7665,
  "orbital_gap_ev": [4.28, 4.89],
  "spin_multiplicity": 8,
  "e_homo_ev": [-4.865, -7.251]
}



# 2
{
  "formula": "C15H40CuF2NO19S7",
  "method": "wB97M-V/def2-TZVPD",
  "species": ["Cu", "N", "S", "O", "O", "F", "S", "O", "O", "F", "O", "S", "O", "O", "C", "C", "C", "H", "H", "H", "H", "H", "H", "H", "H", "O", "S", "O", "O", "C", "C", "C", "H", "H", "H", "H", "H", "H", "H", "H", "O", "S", "O", "O", "C", "C", "C", "H", "H", "H", "H", "H", "H", "H", "H", "O", "S", "O", "O", "C", "C", "C", "H", "H", "H", "H", "H", "H", "H", "H", "O", "S", "O", "O", "C", "C", "C", "H", "H", "H", "H", "H", "H", "H", "H"],
  "coordinates": [[3.75, 1.55, -0.54], [1.88, 0.76, -0.83], [0.64, 0.62, -1.78], [-0.59, 1.24, -1.36], [0.59, -0.60, -2.53], [1.08, 1.69, -2.87], [1.19, -0.30, 0.35], [1.05, -1.70, 0.08], [0.28, 0.37, 1.22], [2.45, -0.33, 1.31], [-2.48, -2.58, 1.28], [-1.61, -3.28, 2.22], [-0.66, -2.65, 3.10], [-2.40, -4.36, 3.08], [-3.61, -4.91, 2.60], [-4.87, -4.08, 2.79], [-0.68, -4.51, 1.26], [-3.79, -5.93, 2.94], [-3.59, -5.17, 1.53], [-5.71, -4.47, 2.21], [-4.72, -3.03, 2.55], [-5.22, -4.21, 3.81], [0.10, -4.06, 0.65], [-1.31, -5.22, 0.74], [-0.15, -5.19, 1.93], [-4.25, 1.51, -5.21], [-2.86, 1.66, -4.87], [-2.30, 0.95, -3.75], [-2.11, 1.29, -6.25], [-0.78, 0.78, -6.18], [-0.26, 0.40, -7.55], [-2.40, 3.40, -4.77], [-0.71, -0.07, -5.49], [-0.17, 1.55, -5.69], [0.82, 0.30, -7.61], [-0.55, 1.11, -8.32], [-0.71, -0.58, -7.70], [-1.32, 3.43, -4.82], [-2.66, 3.69, -3.75], [-2.90, 3.87, -5.61], [4.80, -0.15, -1.59], [5.38, -1.30, -2.28], [6.62, -1.21, -2.99], [5.43, -2.59, -1.32], [4.39, -2.84, -0.36], [4.96, -3.41, 0.91], [4.07, -1.87, -3.38], [3.78, -3.61, -0.84], [3.64, -2.07, -0.26], [5.66, -4.20, 0.65], [4.18, -3.90, 1.50], [5.62, -2.71, 1.41], [3.17, -1.79, -2.78], [4.28, -2.93, -3.54], [3.85, -1.28, -4.27], [-1.67, 3.64, 1.43], [-2.81, 3.36, 2.29], [-3.15, 4.20, 3.38], [-4.07, 3.25, 1.33], [-3.92, 2.38, 0.19], [-4.77, 2.86, -0.99], [-2.69, 1.62, 2.88], [-4.30, 1.42, 0.53], [-2.90, 2.36, -0.19], [-4.83, 3.95, -1.03], [-5.75, 2.40, -1.01], [-4.18, 2.63, -1.88], [-2.34, 0.91, 2.14], [-3.73, 1.37, 3.10], [-2.13, 1.69, 3.81], [4.63, 2.63, 3.58], [3.31, 2.57, 3.02], [3.22, 2.14, 1.63], [2.42, 1.60, 3.89], [2.47, 1.60, 5.34], [1.17, 0.89, 5.72], [2.42, 4.14, 3.19], [2.39, 2.62, 5.72], [3.38, 1.13, 5.69], [0.33, 1.36, 5.21], [1.11, 0.93, 6.81], [1.21, -0.17, 5.45], [2.24, 4.36, 4.25], [1.51, 4.14, 2.60], [3.12, 4.94, 2.93]],
  "mulliken_charge": [0.47, 0.59, 0.67, -0.34, -0.51, -0.37, 1.04, -0.43, -0.30, -0.29, -0.59, 1.25, -0.63, -0.30, -0.32, -1.09, -0.88, 0.45, 0.23, 0.35, 0.32, 0.30, 0.22, 0.32, 0.36, -0.61, 0.98, -0.48, -0.28, 0.13, -1.29, -0.81, 0.22, 0.17, 0.35, 0.33, 0.34, 0.29, 0.29, 0.35, -0.23, 0.95, -0.57, -0.33, 0.62, -1.41, -0.73, 0.27, -0.30, 0.40, 0.36, 0.34, 0.08, 0.41, 0.39, -0.58, 1.19, -0.61, -0.35, 0.25, -0.93, -0.88, 0.24, 0.11, 0.36, 0.34, -0.07, 0.19, 0.42, 0.36, -0.61, 0.83, -0.22, -0.10, -0.25, -1.05, -0.99, 0.36, 0.29, 0.15, 0.44, 0.31, 0.40, 0.27, 0.39],
  "total_charge": 1,
  "e_above_lowest_kcal_mol": 0.0,
  "largest_force_ev_per_a": 9.33,
  "s2": 0.7588,
  "orbital_gap_ev": [8.16, 4.11],
  "spin_multiplicity": 2,
  "e_homo_ev": [-12.969, -12.968]
}



# 3
{
  "formula": "C14H15ClN2O3S",
  "method": "wB97M-V/def2-TZVPD",
  "species": ["C", "C", "H", "H", "O", "C", "C", "C", "C", "C", "C", "Cl", "H", "H", "S", "O", "O", "N", "H", "C", "C", "N", "C", "C", "C", "C", "H", "H", "H", "H", "H", "H", "H", "H", "H", "H"],
  "coordinates": [[-2.24, -1.52, 2.78], [-2.09, -1.87, 1.21], [-1.06, -2.01, 0.87], [-2.82, -2.76, 0.98], [-2.76, -1.02, 0.25], [-2.13, 0.19, 0.22], [-0.85, 0.39, 0.74], [-0.16, 1.72, 0.13], [-0.83, 2.72, -0.55], [-2.04, 2.44, -0.88], [-2.77, 1.49, -0.55], [-4.43, 1.11, -1.20], [-2.59, 3.05, -1.55], [-0.25, 3.71, -0.63], [1.55, 1.89, 0.64], [1.89, 0.69, 1.60], [1.77, 3.01, 1.46], [2.41, 1.97, -0.57], [2.68, 3.10, -0.94], [2.04, 1.25, -1.67], [1.84, -0.23, -1.45], [0.62, -0.69, -1.54], [0.51, -1.93, -1.28], [1.35, -2.74, -0.43], [2.62, -2.03, -0.49], [2.95, -0.87, -0.65], [3.80, -0.58, -0.39], [3.39, -2.59, 0.29], [1.11, -3.84, -0.21], [-0.40, -2.49, -1.59], [1.15, 1.65, -2.31], [2.85, 1.24, -2.65], [-0.16, -0.16, 1.16], [-1.69, -0.79, 2.90], [-3.35, -1.35, 2.99], [-1.91, -2.17, 3.32]],
  "mulliken_charge": [-1.67, 0.13, -0.06, 0.35, -0.43, 0.36, -1.17, -0.23, -0.33, -0.26, -0.08, -0.20, 0.42, 0.32, 1.24, -0.73, -0.74, -0.28, 0.42, -0.79, 0.61, -0.28, -0.38, -0.23, -0.49, -0.68, 0.77, 0.11, 0.36, 0.36, 0.34, 0.36, 1.38, 0.52, 0.26, 0.72],
  "e_above_lowest_kcal_mol": 309.0,
  "largest_force_ev_per_a": 17.31,
  "orbital_gap_ev": 8.47,
  "e_homo_ev": -8.951
}



# 4
{
  "formula": "C10H9CsF5N3O8P2S",
  "method": "wB97M-V/def2-TZVPD",
  "species": ["Cs", "O", "P", "O", "O", "O", "P", "O", "O", "O", "H", "H", "F", "C", "C", "F", "C", "F", "C", "O", "C", "F", "C", "F", "C", "C", "C", "N", "N", "C", "N", "S", "H", "H", "H", "H", "H", "H", "H"],
  "coordinates": [[0.57, 0.36, 0.83], [2.52, 1.79, 2.57], [1.26, 2.15, 3.57], [1.74, 2.62, 4.88], [0.29, 1.02, 3.40], [0.69, 3.46, 2.77], [-0.18, 3.68, 1.43], [0.03, 5.28, 1.24], [-1.63, 3.47, 1.70], [0.46, 2.95, 0.30], [2.67, 0.84, 2.51], [0.94, 5.42, 0.97], [7.47, -2.01, -2.26], [6.28, -1.91, -1.61], [6.23, -1.80, -0.23], [7.38, -1.79, 0.47], [5.02, -1.70, 0.42], [5.05, -1.59, 1.77], [3.75, -1.70, -0.23], [2.65, -1.59, 0.37], [3.88, -1.82, -1.65], [2.75, -1.83, -2.40], [5.09, -1.92, -2.31], [5.11, -2.03, -3.66], [-7.00, -2.59, 0.52], [-6.26, -2.08, -0.72], [-5.32, -0.96, -0.41], [-4.04, -1.07, -0.45], [-3.36, 0.06, -0.08], [-4.15, 1.04, 0.25], [-3.79, 2.27, 0.62], [-5.86, 0.62, 0.08], [-7.66, -3.42, 0.26], [-7.60, -1.80, 0.96], [-6.29, -2.93, 1.27], [-6.98, -1.76, -1.48], [-5.66, -2.88, -1.16], [-2.84, 2.51, 1.00], [-4.50, 2.85, 1.04]],
  "mulliken_charge": [1.23, -0.47, 0.54, -0.73, -0.75, -0.06, 0.78, -0.56, -0.83, -0.84, 0.29, 0.29, -0.35, 0.65, 0.03, -0.33, 0.42, -0.36, -0.17, -0.76, 0.47, -0.35, 0.04, -0.33, -1.05, -0.38, 0.35, -0.48, -0.18, 0.47, -0.30, -0.29, 0.32, 0.31, 0.32, 0.27, 0.24, 0.32, 0.22],
  "total_charge": -2,
  "e_above_lowest_kcal_mol": 8.5,
  "largest_force_ev_per_a": 1.90,
  "orbital_gap_ev": 6.06,
  "e_homo_ev": -2.467
}